# 1
{"formula": "C4H9NO", "method": "wB97M-V/def2-TZVPD", "e_tot_ha": -287.68870, "homo_energy_ev": -9.48, "smiles": "CCNC(C)=O", "gap_ev": 10.31, "symbols": ["C", "C", "C", "C", "H", "H", "H", "H", "H", "H", "H", "H", "H", "N", "O"], "xyz": [[-1.6483, -1.1262, -0.3555], [-0.3066, -0.6971, -0.8885], [0.7951, 1.3288, 0.2779], [1.6384, 0.3986, 1.2280], [-2.5325, -0.3013, -0.8340], [-1.8378, -2.2643, -0.4438], [-1.8277, -0.8949, 0.7699], [-0.2587, -0.9131, -1.8824], [0.2340, -1.2208, -0.3934], [-0.4977, 1.5056, -1.2690], [2.1838, -0.1657, 0.7699], [0.8827, -0.1276, 1.6265], [2.2925, 1.1712, 1.9328], [0.0452, 0.7344, -0.7799], [0.8376, 2.5723, 0.2414]], "forces_ev_per_angstrom": [[-4.1, 2.2, 0.9], [-6.8, 7.2, -3.1], [0.4, 1.5, -2.5], [-3.6, 11.3, 3.9], [2.2, -3.1, 1.0], [0.0, 2.0, -0.4], [0.8, -0.4, -1.7], [0.3, -0.9, -2.8], [7.8, -5.9, 5.6], [0.8, -1.8, 0.7], [6.4, -6.2, -5.4], [-2.2, -2.0, 2.7], [-2.1, -2.4, -1.6], [0.0, 0.9, 1.6], [0.1, -2.3, 1.0]], "lowdin_charge": [-0.11, -0.28, -0.44, 0.04, 0.14, 0.09, 0.08, 0.09, 0.00, 0.16, -0.04, 0.03, 0.17, 0.05, -0.01]}

---

# 2
{"formula": "C3H10NO2", "method": "wB97M-V/def2-TZVPD", "e_tot_ha": -325.40968, "homo_energy_ev": [-9.95, -9.93], "s_squared": 0.755, "gap_ev": [10.75, 7.07], "spin_multiplicity": 2, "symbols": ["C", "O", "C", "C", "N", "H", "H", "H", "H", "H", "H", "H", "H", "H", "H", "O"], "xyz": [[-0.2598, -0.0663, 0.8270], [-0.7082, -0.5734, -0.3243], [0.8749, 1.0020, 0.4573], [1.9408, 0.2397, -0.3403], [0.3228, 2.2687, -0.0645], [0.2480, -0.5657, 1.6532], [-1.0236, 0.4995, 1.4094], [1.4181, 1.2840, 1.3694], [1.5522, -0.3382, -1.2022], [2.6350, 0.9309, -0.8665], [2.5483, -0.3513, 0.3612], [0.9673, 2.7007, -0.7125], [-0.5147, 1.9622, -0.5527], [-1.6803, -3.3095, -0.3610], [-1.3228, -1.7321, -0.4600], [-2.1058, -2.4451, -0.4107]], "forces_ev_per_angstrom": [[0.2, 2.8, 1.9], [1.0, 1.0, 0.4], [0.8, 0.4, 0.1], [0.5, 0.6, -1.4], [-0.5, -1.6, 0.0], [0.1, -1.7, -0.7], [-0.1, 0.1, -0.8], [-0.6, -0.4, 0.3], [0.0, -0.1, 0.8], [-0.2, 0.0, 0.7], [-0.3, -0.1, -0.5], [-0.1, 0.0, -0.2], [0.1, 0.7, -0.4], [0.0, 0.2, 0.1], [-1.9, -2.3, -0.1], [0.9, 0.6, -0.1]], "lowdin_charge": [-0.25, 0.02, -0.40, -0.07, 0.04, 0.12, 0.14, 0.13, 0.08, 0.08, 0.08, 0.07, 0.07, 0.02, -0.03, -0.11]}